Computed, not measured: C30H29IN3PPt as an isolated structure in a non-equilibrium geometry, with ωB97M-V/def2-TZVPD.

Charge: 0
Calculated total energy, eV: -56683.2615
Energy above the lowest of the compared OMol25 structures with the same formula, charge and spin, kJ/mol: 0.0
Spin multiplicity: 3
Frontier orbital gap (spin up / spin down), eV: 5.453 / 6.481
F_max, eV/A: 4.99

Last column: Mulliken charge in e.
CARTESIAN COORDINATES (ANGSTROEM)
Pt -1.29 -0.89 -1.16  0.7379
I -3.41 -1.21 -2.81  -0.4093
P 0.81 0.67 0.95  1.2399
N 0.17 -0.25 -0.12  -0.6177
N -0.42 -1.82 -2.62  0.1703
N -1.77 -2.69 -0.71  0.1543
C 3.09 -0.24 -0.28  -0.8591
C -0.43 5.06 0.29  -0.4385
C -0.77 0.13 4.68  -0.7292
C -2.97 1.61 -0.42  -1.0136
C -0.56 -3.76 -3.96  -0.6404
C 0.67 -1.84 -4.69  -0.6168
C 1.63 -0.09 4.91  -0.6273
C 0.41 2.43 0.80  0.4246
C 2.59 0.70 0.64  -0.3322
C -0.84 -3.11 -2.77  0.8264
C 4.43 -0.21 -0.60  -0.4377
C -3.09 -4.22 0.54  -0.5145
C 1.00 3.18 -0.23  -0.1415
C 0.61 4.50 -0.46  -0.6683
C -2.14 2.10 -1.52  -0.7558
C -2.26 -4.81 -1.62  -0.6511
C -0.62 3.01 1.55  -0.2564
C 1.79 0.08 3.53  -0.6492
C -2.99 -5.17 -0.49  -0.7409
C 0.35 -0.03 5.50  -0.4909
C 5.29 0.74 -0.01  -0.5234
C -2.47 -2.95 0.41  -0.2307
C -1.05 4.32 1.29  -0.7910
C 0.23 -3.16 -4.94  -0.7061
C 4.76 1.69 0.89  -0.7529
C 3.41 1.68 1.20  0.1210
C -1.61 -3.60 -1.70  0.4714
C 0.65 0.30 2.72  0.4560
C 0.28 -1.18 -3.52  -0.1121
C -0.63 0.25 3.30  -0.4158
H -0.79 6.08 0.06  0.3373
H -1.76 0.17 5.15  0.3901
H 0.52 -0.11 -3.34  0.3654
H -1.51 0.29 2.66  0.4268
H -1.90 4.72 1.84  0.3934
H -2.76 1.95 -2.39  0.2836
H -1.15 2.42 2.32  0.2874
H 0.26 -0.13 6.59  0.3549
H 2.99 2.44 1.85  0.5011
H -2.20 -5.48 -2.45  0.3855
H -2.57 -2.17 1.16  0.3558
H 1.75 2.73 -0.88  0.3925
H -2.57 1.20 0.50  0.0362
H -3.91 1.16 -0.83  0.3887
H 1.08 5.07 -1.27  0.3530
H 4.85 -0.92 -1.33  0.3927
H 2.51 -0.25 5.55  0.3766
H -1.07 1.87 -1.62  0.1327
H 2.40 -0.94 -0.74  0.2720
H -3.66 -4.41 1.45  0.3959
H -2.08 3.08 -1.17  0.4215
H -3.49 -6.15 -0.37  0.3880
H 5.43 2.46 1.33  0.3487
H 0.53 -3.67 -5.88  0.3904
H 6.36 0.76 -0.25  0.3728
H -0.97 -4.72 -4.12  0.4089
H -3.22 2.58 -0.11  0.5594
H 1.28 -1.31 -5.42  0.3735
H 2.76 0.02 3.10  0.4359